ORCA calculation (ωB97M-V/def2-TZVPD) on a cluster of 2 separate species, C2H9NO in total.

```
13
Properties=species:S:1:pos:R:3:forces:R:3:nbo_charge:R:1
N 0.55838 2.02251 1.12959 -0.1 -0.5 0.6 -0.835
C -0.34006 1.05281 0.55249 -0.5 0.6 0.1 0.088
O -1.72375 1.19909 0.89686 -0.1 -0.3 0.2 -0.743
H 0.13935 2.94389 1.09138 0.2 0.1 -0.1 0.350
H 0.71942 1.79475 2.11361 -0.1 0.3 -0.4 0.359
H -0.25412 1.10067 -0.52727 0.0 0.0 -0.3 0.149
H -0.10719 0.06065 0.90921 0.4 -0.2 -0.1 0.170
H -1.96810 2.11221 1.06196 0.2 0.1 -0.2 0.462
C 0.59236 -2.45311 -1.43137 -0.2 0.0 -0.5 -0.851
H -0.23649 -2.42304 -2.14742 -0.1 0.3 0.4 0.214
H 1.21744 -3.25675 -1.80178 0.4 -0.1 0.3 0.213
H 0.26200 -2.63777 -0.41483 -0.2 -0.2 0.0 0.212
H 1.14075 -1.51592 -1.43243 0.0 0.1 -0.2 0.212
```
Positions in Å, forces in eV/Å.

Summary:
Relative energy (zero: lowest compared OMol25 entry of this formula, charge and spin) = 41.4 kJ/mol
Total charge = 0
Spin multiplicity = 1
Kohn-Sham gap = 10.98 eV
E_LUMO = 0.961 eV
E = -211.5693 hartree
HOMO = -10.0 eV